{"formula": "C39H54Br30FI2N3O2", "method": "ωB97M-V/def2-TZVPD", "lumo_ev": -0.4, "homo_lumo_gap_ha": 0.303, "e_above_lowest_ev": 0.0000, "energy_ha": -79748.78041, "symbols": ["C", "C", "C", "C", "C", "C", "C", "C", "C", "C", "C", "C", "C", "O", "I", "C", "C", "C", "C", "O", "C", "N", "C", "C", "C", "C", "C", "N", "C", "C", "C", "C", "F", "C", "I", "N", "C", "H", "H", "H", "H", "H", "H", "H", "H", "H", "H", "H", "H", "H", "H", "H", "H", "H", "H", "H", "H", "H", "H", "H", "H", "H", "H", "H", "H", "H", "H", "H", "H", "H", "H", "H", "H", "H", "H", "H", "H", "H", "H", "H", "H", "C", "Br", "Br", "Br", "H", "C", "Br", "Br", "Br", "H", "C", "Br", "Br", "Br", "H", "C", "Br", "Br", "Br", "H", "C", "Br", "Br", "Br", "H", "C", "Br", "Br", "Br", "H", "C", "Br", "Br", "Br", "H", "C", "Br", "Br", "Br", "H", "C", "Br", "Br", "Br", "H", "C", "Br", "Br", "Br", "H"], "coordinates": [[-2.0462, 2.7940, 6.6156], [-3.1031, 1.7494, 7.0871], [-4.5213, 2.0016, 6.5408], [-4.7965, 1.2919, 5.2040], [-3.9427, 1.8805, 4.0739], [-4.5025, 1.5561, 2.6782], [-3.4248, 1.1714, 1.6593], [-4.0843, 0.4781, 0.4635], [-3.2740, 0.4615, -0.8607], [-1.7644, 0.3568, -0.7490], [-0.9334, 1.1688, -1.5087], [-1.4584, 2.1768, -2.5086], [-1.5316, 3.6378, -2.0836], [-1.6874, 4.4814, -2.8888], [-1.3572, 4.2551, -0.0316], [0.4966, 1.0438, -1.4095], [1.4257, 1.9233, -2.2084], [2.1740, 1.1855, -3.3637], [2.3455, 2.0689, -4.5978], [1.6290, -0.0806, -3.6737], [1.0346, 0.0919, -0.5737], [2.4461, -0.0889, -0.4708], [3.1614, 0.8771, 0.3878], [3.8100, 0.2078, 1.6062], [2.8053, 0.1589, 2.7937], [3.0953, 1.2268, 3.8756], [0.2052, -0.7765, 0.1901], [0.7943, -1.7354, 0.9642], [-0.0376, -2.5043, 1.6098], [0.5612, -3.6119, 2.4639], [1.9970, -3.9215, 2.0168], [2.4052, -5.2923, 2.5728], [2.2493, -6.2893, 1.6172], [-1.4574, -2.3421, 1.5211], [-2.6962, -3.6447, 2.6421], [-2.0199, -1.4536, 0.7828], [-1.1774, -0.6246, 0.0953], [-1.5116, 3.2606, 7.4384], [-1.3450, 2.2970, 5.9444], [-2.5486, 3.5386, 6.0011], [-2.8013, 0.7667, 6.7204], [-3.0883, 1.7371, 8.1743], [-4.6920, 3.0727, 6.4048], [-5.2299, 1.6619, 7.2999], [-5.8566, 1.4466, 4.9949], [-4.5899, 0.2298, 5.3487], [-2.9167, 1.5404, 4.2070], [-3.9948, 2.9625, 4.2093], [-5.1682, 0.6932, 2.7824], [-5.1239, 2.3786, 2.3203], [-2.8118, 0.4265, 2.1678], [-2.8263, 2.0287, 1.3729], [-5.0056, 1.0301, 0.2478], [-4.4055, -0.5183, 0.7496], [-3.6054, -0.4271, -1.4110], [-3.5896, 1.3113, -1.4515], [-2.4419, 1.9178, -2.8893], [-0.8085, 2.1694, -3.3783], [2.1893, 2.3587, -1.5672], [0.9005, 2.7704, -2.6407], [3.1832, 0.9733, -3.0069], [3.3087, 1.8291, -5.0462], [2.4031, 3.1249, -4.3352], [1.5864, 1.8784, -5.3569], [0.7430, 0.0186, -4.0371], [2.8687, -0.1786, -1.3801], [2.4732, 1.6743, 0.6773], [3.9433, 1.3402, -0.2246], [4.1114, -0.7981, 1.3283], [4.6876, 0.7967, 1.8735], [2.7725, -0.8526, 3.1935], [1.8204, 0.3656, 2.3784], [3.2294, 0.7470, 4.8419], [2.2766, 1.9426, 3.9153], [3.9859, 1.8065, 3.6402], [0.5407, -3.3005, 3.5089], [-0.0018, -4.5288, 2.3010], [2.0527, -3.9866, 0.9356], [2.7042, -3.2005, 2.4209], [1.7546, -5.5469, 3.4126], [3.4289, -5.2994, 2.9460], [4.1306, -2.8006, -1.6245], [3.8605, -3.2691, -3.4731], [4.2255, -4.3562, -0.5010], [5.6568, -1.6468, -1.4029], [3.2608, -2.2423, -1.3014], [0.1468, -8.0795, 5.4845], [1.8191, -7.8230, 6.4036], [-0.7106, -6.3993, 5.1002], [0.3648, -9.1362, 3.8929], [-0.5042, -8.6272, 6.1499], [-2.5688, 5.0410, 10.0422], [-4.2897, 5.2909, 9.2172], [-2.3747, 3.2646, 10.7595], [-1.1358, 5.4783, 8.8356], [-2.5075, 5.7272, 10.8738], [-0.5616, 8.4208, -0.6985], [1.0113, 8.5173, -1.8034], [-0.1344, 8.6366, 1.1677], [-1.9091, 9.6712, -1.2665], [-0.9744, 7.4281, -0.8181], [1.9211, 1.7992, -8.9248], [0.7457, 0.3572, -8.4284], [1.0854, 3.5136, -8.6402], [3.6209, 1.6593, -8.0298], [2.1067, 1.7102, -9.9853], [-1.9343, -5.1368, -1.7774], [-3.1607, -6.5677, -1.4011], [-2.7577, -3.4083, -1.6044], [-0.3369, -5.2706, -0.7072], [-1.6353, -5.2458, -2.8108], [-0.5311, -5.0354, -5.9753], [-1.9436, -3.7397, -6.1658], [0.7158, -4.5232, -4.5978], [-1.2351, -6.8079, -5.6935], [0.0161, -5.0527, -6.9066], [7.8110, 2.5055, -6.8180], [6.6744, 0.9933, -6.4584], [6.9019, 4.1432, -6.3883], [9.5043, 2.3648, -5.9170], [8.0120, 2.5082, -7.8794], [-4.4736, -9.7865, -5.3941], [-2.7213, -9.9850, -6.1719], [-4.4063, -8.7446, -3.7803], [-5.7312, -9.0633, -6.6582], [-4.8207, -10.7747, -5.1303], [2.8385, 6.1182, -6.5073], [4.3260, 6.6730, -7.5941], [3.3147, 6.0348, -4.6430], [1.2854, 7.2137, -6.8012], [2.5821, 5.1149, -6.8139]], "lowdin_charge": [-0.117, -0.240, -0.234, -0.214, -0.204, -0.204, -0.215, -0.194, -0.119, -0.104, -0.144, -0.132, -0.804, 0.022, 0.917, -0.102, -0.071, -0.404, -0.045, -0.029, -0.147, 0.017, -0.205, -0.183, -0.240, -0.093, -0.111, 0.219, -0.316, -0.219, -0.216, -0.215, -0.086, -0.693, 0.894, 0.062, -0.170, -0.022, 0.062, 0.060, 0.098, 0.055, 0.095, 0.102, 0.110, 0.112, 0.105, 0.107, 0.110, 0.115, 0.099, 0.040, 0.110, 0.099, 0.098, 0.095, 0.123, 0.118, 0.118, 0.094, 0.129, 0.042, 0.044, 0.070, 0.098, 0.064, 0.122, 0.109, 0.081, 0.098, 0.083, 0.080, 0.064, 0.063, 0.061, 0.123, 0.037, 0.019, 0.102, 0.078, 0.116, -1.615, 0.566, 0.678, 0.597, -0.057, -1.644, 0.568, 0.559, 0.583, -0.032, -1.621, 0.579, 0.590, 0.613, -0.034, -1.657, 0.555, 0.553, 0.569, -0.085, -1.613, 0.577, 0.605, 0.569, -0.030, -1.599, 0.562, 0.642, 0.642, -0.088, -1.619, 0.571, 0.566, 0.561, -0.031, -1.638, 0.545, 0.554, 0.583, -0.027, -1.633, 0.547, 0.539, 0.577, -0.031, -1.650, 0.559, 0.573, 0.578, -0.103]}

=====

{"formula": "C39H54BrIrN4OSSi2", "method": "ωB97M-V/def2-TZVPD", "lumo_ev": [-3.0, -3.4], "multiplicity": 2, "homo_lumo_gap_ha": [0.246, 0.230], "e_above_lowest_ev": 0.5278, "charge": 1, "energy_ha": -5468.16716, "symbols": ["Ir", "C", "Si", "C", "C", "C", "C", "C", "C", "C", "C", "N", "Si", "C", "C", "C", "H", "H", "H", "H", "H", "H", "H", "H", "H", "H", "H", "H", "H", "H", "H", "H", "H", "H", "H", "H", "H", "H", "C", "C", "C", "C", "C", "C", "C", "Br", "C", "O", "C", "C", "C", "C", "C", "C", "H", "H", "H", "H", "H", "H", "H", "H", "H", "H", "H", "H", "H", "H", "H", "H", "H", "H", "H", "H", "S", "C", "C", "C", "C", "C", "C", "C", "C", "C", "N", "H", "H", "H", "H", "H", "H", "C", "C", "N", "C", "C", "N", "H", "H", "H", "H", "H", "H"], "coordinates": [[0.1656, -0.8041, 0.9687], [-2.0146, 3.7742, 2.1050], [-1.3712, 2.5734, 3.3863], [-2.4325, 1.0645, 3.6508], [-1.2945, 3.4780, 5.0200], [0.4003, 2.0499, 2.9917], [0.8078, 0.7461, 3.5348], [1.5116, 0.7467, 4.7475], [1.7479, -0.4187, 5.4351], [1.2816, -1.6147, 4.9053], [0.6437, -1.5779, 3.6914], [0.4231, -0.4371, 2.9896], [1.6451, 3.3616, 2.4700], [1.5709, 4.8623, 3.5703], [3.3813, 2.6909, 2.5376], [1.2360, 3.8960, 0.7228], [-3.0850, 3.6399, 1.9503], [-1.5298, 3.6739, 1.1376], [-1.8602, 4.7926, 2.4563], [-3.4818, 1.2765, 3.4467], [-2.3533, 0.7427, 4.6889], [-2.1303, 0.2270, 3.0330], [-2.3077, 3.7284, 5.3395], [-0.7335, 4.4049, 4.9455], [-0.8416, 2.8713, 5.8040], [1.8138, 1.6982, 5.1581], [2.2681, -0.3987, 6.3829], [1.4216, -2.5571, 5.4124], [0.2780, -2.4824, 3.2376], [1.7089, 4.6227, 4.6231], [0.6269, 5.3946, 3.4696], [2.3677, 5.5481, 3.2790], [3.6943, 2.4716, 3.5582], [4.0782, 3.4276, 2.1366], [3.4879, 1.7737, 1.9708], [0.5008, 4.6978, 0.7247], [0.8319, 3.0807, 0.1219], [2.1300, 4.2788, 0.2276], [-4.1251, -0.2195, -5.5882], [-3.3443, 0.9402, -4.9580], [-2.4504, 1.5890, -6.0235], [-4.3374, 1.9857, -4.4560], [-2.4623, 0.4073, -3.8331], [-2.5586, 0.8521, -2.5299], [-1.6831, 0.3308, -1.5881], [-1.8334, 0.9243, 0.2030], [-0.7086, -0.6156, -1.8455], [0.1474, -1.0603, -0.9275], [-0.6345, -1.1107, -3.1701], [-1.4979, -0.5741, -4.1062], [0.3260, -2.2471, -3.5463], [0.2237, -2.6152, -5.0261], [-0.0324, -3.4929, -2.7223], [1.7815, -1.8535, -3.2654], [-4.7809, 0.1540, -6.3731], [-4.7384, -0.7245, -4.8426], [-3.4598, -0.9579, -6.0337], [-3.0594, 1.9781, -6.8386], [-1.7444, 0.8740, -6.4443], [-1.8801, 2.4152, -5.5982], [-4.9206, 2.3623, -5.2942], [-3.8314, 2.8364, -3.9995], [-5.0341, 1.5651, -3.7310], [-3.2932, 1.5801, -2.2250], [-1.4319, -0.9403, -5.1175], [-0.7708, -2.9730, -5.2890], [0.9283, -3.4181, -5.2395], [0.4763, -1.7755, -5.6736], [-1.0648, -3.7895, -2.9064], [0.0878, -3.3052, -1.6583], [0.6164, -4.3222, -3.0053], [2.0317, -0.9203, -3.7710], [2.4479, -2.6306, -3.6413], [1.9505, -1.7379, -2.1977], [-2.3002, -4.4279, 1.7472], [-3.2890, -3.0670, 2.0272], [-2.6313, -1.8902, 1.8196], [-1.2690, -2.0827, 1.4224], [-0.9739, -3.4244, 1.3411], [0.3210, -3.8937, 0.8926], [0.6947, -5.2283, 0.7474], [1.9373, -5.5144, 0.2253], [2.7784, -4.4697, -0.1463], [2.3501, -3.1739, 0.0569], [1.1564, -2.8887, 0.5773], [-4.3154, -3.2043, 2.3197], [-3.1086, -0.9368, 1.9372], [0.0127, -6.0159, 1.0350], [2.2488, -6.5411, 0.0970], [3.7484, -4.6561, -0.5838], [2.9736, -2.3355, -0.2097], [2.4237, 1.1321, -1.2465], [2.9491, 0.3954, -0.0707], [2.2707, -0.2210, 0.8836], [3.1958, -0.7536, 1.7609], [4.4422, -0.4666, 1.3225], [4.2685, 0.2559, 0.1688], [1.3476, 1.0157, -1.3098], [2.8601, 0.7398, -2.1626], [2.6722, 2.1919, -1.1710], [2.8978, -1.3124, 2.6263], [5.4100, -0.6830, 1.7294], [5.0017, 0.6417, -0.4051]], "lowdin_charge": [1.264, -0.193, 0.438, -0.175, -0.162, -0.190, -0.343, -0.019, -0.031, -0.041, -0.120, -0.080, 0.463, -0.170, -0.152, -0.164, 0.038, -0.017, 0.039, 0.050, 0.050, -0.043, 0.046, 0.013, 0.038, 0.120, 0.120, 0.116, 0.097, 0.038, 0.027, 0.044, 0.040, 0.047, -0.011, 0.032, 0.011, 0.039, -0.040, -0.559, -0.041, -0.065, -0.164, -0.065, -0.506, 1.040, -0.370, -0.348, -0.072, 0.031, -0.516, -0.061, -0.021, -0.037, 0.087, 0.092, 0.078, 0.087, 0.079, 0.091, 0.088, 0.086, 0.089, 0.099, 0.094, 0.090, 0.088, 0.091, 0.099, 0.056, 0.090, 0.088, 0.089, 0.046, 1.066, -0.384, -0.214, -0.383, -0.544, -0.291, -0.002, -0.032, -0.031, -0.114, 0.050, 0.073, 0.047, 0.111, 0.119, 0.114, 0.100, 0.021, -0.373, -0.045, -0.146, -0.069, 0.119, 0.067, 0.086, 0.083, 0.103, 0.125, 0.174]}